The following is a quantum chemistry calculation of 2 unconnected molecules or ions with the total composition H3O4PS in a non-equilibrium geometry, from the Open Molecules 2025 dataset.

Each line ends with the Mulliken charge.
Geometry (Å):
S1 1.33232 2.66176 0.52248  -0.063
P1 1.49319 0.73899 -0.27526  1.022
O1 1.46134 -0.61117 0.54361  -0.454
O2 -1.04719 0.48636 -0.37472  -0.625
O3 2.77190 1.66690 0.03043  -0.319
O4 1.24016 0.58053 -1.69552  -0.612
H1 -1.39535 1.34846 -0.78507  0.351
H2 1.79102 -0.64403 1.54111  0.373
H3 -0.65284 0.13115 -1.08939  0.327

The calculation puts the energy above the lowest of the compared OMol25 structures with the same formula, charge and spin at 142.92 kJ/mol. The HOMO-LUMO gap comes out at 8.8472 eV. For the LUMO energy, the calculation gives -0.83 eV.